Record 1
Below is a 10-piece molecular cluster, C32H79N4O20P3S2 overall in a non-equilibrium geometry, with properties calculated with ωB97M-V/def2-TZVPD.

Each line ends with the Löwdin charge.
CARTESIAN COORDINATES (ANGSTROEM)
O1 3.2211 6.1866 -1.6273  -0.209
O2 2.3816 -1.4998 4.7007  -0.348
H1 1.2150 -7.6123 -4.4965  0.128
H2 -0.9895 0.1601 3.4997  0.087
C1 -1.4236 -2.2389 -4.5690  -0.038
H3 -4.1505 1.2134 -0.8223  0.109
H4 2.8768 1.8132 -3.3613  0.090
C2 -0.1231 -2.4181 -3.7952  -0.285
C3 -3.1910 1.6393 -0.5069  -0.250
H5 1.4013 -0.5545 7.2344  0.114
H6 2.8262 2.0064 4.2391  0.116
H7 0.3259 -1.4156 -3.7333  0.113
H8 0.6716 -4.1543 -0.4671  0.070
C4 -4.2838 -1.7304 -0.7576  -0.245
O3 0.8240 -3.3279 -4.3501  -0.142
C5 1.8907 0.2320 6.6661  -0.205
H9 1.3854 1.1948 6.7348  0.116
N1 0.0338 -3.7475 0.2362  0.298
H10 3.3708 0.7660 8.0672  0.121
H11 4.1019 2.2176 6.3075  0.119
O4 3.6299 3.9540 -0.3505  -0.177
H12 -0.9507 -3.9976 0.1591  0.150
H13 -1.0644 -2.1141 -5.5905  0.093
H14 5.8530 5.5525 -1.2594  0.082
C6 -3.8215 3.6986 -1.5778  -0.205
O5 -3.5202 2.4000 -3.9328  -0.339
H15 3.1560 -3.4580 2.6832  0.138
C7 1.3364 2.8196 -2.2085  -0.249
H16 5.1636 -2.7811 -5.1457  0.088
C8 0.6687 1.1498 0.8899  -0.391
O6 4.1894 1.2900 1.4717  -0.059
N2 6.7397 0.2439 0.5634  0.302
H17 7.3500 0.9575 0.9863  0.158
H18 5.1248 2.6305 -0.4249  0.081
H19 -4.8154 3.3139 -1.8199  0.096
C9 -7.2321 -3.4977 3.3420  -0.069
H20 -3.3592 -1.1530 -0.7457  0.090
C10 2.2781 1.6590 -2.4647  -0.052
H21 -7.5562 -3.4686 4.3902  0.084
H22 4.7464 -3.1697 2.9989  0.153
H23 -4.2504 -3.1959 -2.4160  0.073
H24 -2.0945 -3.0900 -4.4701  0.071
H25 -1.1665 6.9053 0.7209  0.081
N3 3.9127 -2.7948 2.5372  0.296
H26 -0.9929 -5.7876 -4.1920  0.076
O7 1.4335 -4.3092 -2.0230  -0.247
C11 3.0144 -0.5427 0.4634  -0.342
H27 7.1042 -0.5598 1.0755  0.144
H28 2.8504 1.5205 -1.5394  0.055
O8 -1.5925 3.7817 -3.0345  -0.343
H29 5.7698 -2.7245 -3.4992  0.071
H30 -5.2596 -2.5008 3.5344  0.110
H31 6.3259 4.9657 0.2459  0.084
H32 4.7719 3.2431 -1.9008  0.119
C12 4.0278 1.2216 5.8683  -0.172
H33 -3.9453 3.4773 0.5548  0.128
C13 6.0098 4.6079 -0.7357  -0.071
O9 -5.4010 -0.9332 -0.3126  -0.202
H34 5.8170 0.5166 0.9651  0.077
H35 -4.2537 -2.5814 -0.0718  0.110
C14 -2.2188 1.4789 -1.6444  -0.193
O10 -0.3709 1.8537 1.0145  -0.008
O11 3.2196 -3.9303 -3.7916  -0.160
H36 -1.4892 0.4778 2.0093  0.092
H37 4.1555 -2.6248 1.5346  0.107
H38 5.0906 1.0005 5.7679  0.110
C15 -6.2841 -2.3408 3.1842  -0.275
C16 -0.8097 5.9230 0.4079  -0.051
C17 3.6799 -2.6207 -3.4749  -0.273
H39 -6.9111 -4.5149 3.1359  0.077
H40 -8.5372 0.2403 0.9983  0.124
H41 -7.4594 0.0900 -0.2961  0.109
H42 -1.8926 -1.3437 -4.1697  0.072
N4 -1.6057 -0.2250 2.7578  0.298
H43 -1.1115 -7.5010 -3.8490  0.082
O12 4.0785 -1.1904 0.4841  -0.084
O13 0.6695 0.2978 4.2376  -0.352
H44 -5.6859 -2.1606 -2.2791  0.085
H45 3.8319 -0.5959 7.1799  0.108
H46 -0.8417 -6.3766 -2.5509  0.064
C18 -4.5966 -2.1897 -2.2039  -0.037
H47 3.6899 -1.9433 3.0687  0.097
C19 3.2344 1.0508 4.5625  -0.217
H48 -2.2758 0.5121 -2.1401  0.081
C20 -7.8268 2.1505 0.2821  -0.063
H49 3.8342 0.6954 3.7247  0.078
H50 0.8237 2.8513 -1.2467  0.101
S1 -2.7260 2.8742 -2.8083  0.740
C21 1.8596 1.5982 1.4050  0.012
H51 -4.2958 -1.4189 -2.9118  0.073
P1 2.6514 4.9254 -1.1367  0.413
H52 -1.1830 1.6744 -1.3793  0.065
H53 5.2098 -1.2603 -4.2832  0.076
H54 0.3856 -3.8429 1.1870  0.136
O14 -6.5027 0.5247 1.5129  -0.160
H55 -8.1875 -3.2932 2.8578  0.087
P2 1.6926 -4.3237 -3.4638  0.428
P3 -5.5038 -0.6827 1.2690  0.420
H56 1.3537 -7.0378 -2.7778  0.111
H57 -2.8892 1.0779 0.3750  0.083
H58 6.7264 0.2067 -0.4508  0.153
H59 -0.2216 -2.5097 -2.7041  0.092
H60 -2.5485 -0.2301 3.1564  0.110
H61 -7.4222 2.5402 -0.6569  0.073
H62 2.0136 2.5235 1.9386  0.130
C22 -0.5709 -6.5889 -3.5864  -0.065
C23 3.0750 0.8966 1.0874  -0.351
C24 0.9303 -6.8601 -3.7689  -0.201
O15 -6.3472 -1.9204 1.8178  -0.173
H63 3.7149 -2.4576 -2.3961  0.105
C25 3.3747 0.3866 7.0455  -0.192
C26 0.4905 6.0997 -0.3598  -0.246
H64 1.6894 -1.8947 -0.5909  0.081
H65 2.9676 -1.9024 -3.9017  0.111
H66 -1.2341 -1.1443 2.5680  0.126
O16 -4.2476 -0.4354 2.0115  -0.251
H67 -6.5891 -1.5466 3.8759  0.124
C27 -3.3391 3.1169 -0.2812  -0.237
C28 0.6131 -0.1603 0.1367  -0.343
H68 -2.3595 3.5085 0.0186  0.094
C29 4.9182 3.6086 -0.8759  -0.287
H69 -3.8269 4.7707 -1.7513  0.109
O17 1.6093 -5.6792 -4.2626  -0.164
S2 1.9287 -0.1282 4.8716  0.744
C30 -7.6301 0.6949 0.5958  -0.241
H70 1.8080 0.6841 -2.6271  0.063
C31 1.7325 -0.9754 -0.0227  -0.023
H71 0.3663 6.3155 -1.4215  0.126
H72 -7.6122 2.8654 1.0697  0.086
O18 2.0211 4.0685 -2.3589  -0.172
C32 5.0043 -2.3241 -4.1723  -0.056
H73 0.0310 -2.7112 0.1472  0.076
H74 6.8712 4.1158 -1.2016  0.080
H75 -8.8806 2.1819 -0.0271  0.086
O19 -0.4621 -0.6927 -0.2935  -0.046
H76 -0.7227 5.3485 1.3280  0.082
H77 -1.5568 5.5177 -0.2743  0.054
H78 0.6448 2.8287 -3.0512  0.105
H79 0.9956 6.9973 0.0096  0.116
O20 1.4268 5.0260 -0.1242  -0.186

Values from the calculation:
* charge: +2
* energy relative to the best compared isomer or geometry (same formula, charge and spin): 0.000 eV
* multiplicity: 1
* HOMO energy: -12.1 eV

Record 2
Below is C38H59AsN2O5S2Si3Ti as an isolated structure in a non-equilibrium geometry, with properties calculated with ωB97M-V/def2-TZVPD.

Each line ends with the Löwdin charge.
CARTESIAN COORDINATES (ANGSTROEM)
H1 -2.0843 -5.6194 -0.2764  0.004
O1 5.5047 0.0471 0.3432  -0.366
H2 0.8639 -2.7400 -4.5468  0.020
C1 -4.6605 0.9005 2.6560  -0.049
H3 4.3355 2.4377 -3.3883  0.104
Si1 1.6770 3.9157 1.5776  0.538
H4 -3.1748 2.3724 0.7063  0.010
H5 -4.2214 -3.4966 0.0134  0.006
H6 0.6722 1.7032 1.1706  0.003
C2 -3.8981 -1.5889 -3.3377  -0.061
C3 -2.4540 0.2159 1.8433  -0.130
H7 0.6862 -5.3519 -3.2405  0.011
H8 -1.8227 -2.4127 2.9284  0.005
H9 -0.8201 5.5669 0.7969  -0.018
As1 -0.9438 3.0362 -0.2411  1.053
H10 2.6929 1.8934 -5.1903  0.105
C4 0.2479 2.6982 1.3272  -0.322
S1 1.9333 1.1383 -1.6365  0.972
H11 4.3638 1.1235 -1.3358  0.056
C5 0.0949 -2.3915 -3.8605  -0.166
H12 -3.8274 -1.8422 0.4521  0.012
H13 3.4783 2.2147 1.7985  -0.026
H14 -3.4004 3.3249 -0.7791  0.031
H15 -4.9305 1.1836 1.6456  0.105
H16 -1.9021 4.5961 1.7988  0.004
H17 -1.7336 4.7671 -1.9692  0.016
H18 -0.4893 -3.5365 2.7615  0.018
Ti1 -0.3000 -0.1526 -0.5855  0.717
H19 1.8702 5.6293 -0.3238  0.014
C6 4.2512 -4.0797 2.5093  -0.135
C7 3.7087 0.7850 -2.1339  -0.266
H20 4.7940 -4.8868 2.9815  0.070
C8 -1.6963 0.1239 0.8853  -0.079
O2 -0.2132 1.6528 -1.1644  -0.743
H21 1.8802 3.0833 -3.1143  0.084
H22 3.7643 -0.3018 -2.1736  0.093
C9 -0.7918 4.2222 -1.8807  -0.194
C10 -2.8372 2.5077 -0.3184  -0.209
C11 -3.5520 -0.2568 -3.5759  -0.091
H23 -0.9838 -5.2456 -2.7070  0.006
H24 3.3538 4.7100 -0.1340  0.020
O3 1.3102 -0.1749 -1.9447  -0.568
H25 -0.4043 2.6723 2.2029  0.041
H26 -0.6604 3.5736 -2.7425  -0.001
H27 -2.1644 1.3125 -3.1016  0.108
H28 -4.1177 0.3453 -4.2789  0.090
C12 -1.0262 -2.7329 2.2651  -0.177
C13 4.8596 -2.8398 2.3051  -0.091
H29 0.3548 5.0432 3.4318  0.013
H30 4.0579 3.7615 2.3706  0.029
C14 -3.9807 0.1305 5.2289  -0.112
C15 -1.6126 4.8221 0.7730  -0.256
H31 1.1783 -3.4517 1.1778  0.078
Si2 0.2957 -3.1237 -2.0797  0.551
H32 0.6372 1.8614 -3.5361  0.076
C16 2.1872 -3.2835 1.5145  -0.061
C17 -2.4682 0.2831 -2.9271  -0.115
H33 2.4670 -3.8809 -1.0154  0.019
C18 -3.6321 -2.8835 0.6884  -0.177
N1 3.0086 0.2738 0.7962  -0.097
C19 2.2711 4.6437 -0.1016  -0.171
H34 2.0161 5.6054 3.4199  0.006
S2 4.4785 -0.1383 1.3628  0.634
H35 0.0228 4.9415 -1.8300  0.009
H36 -4.7346 -2.0480 -3.8470  0.092
H37 -0.6048 -5.5022 0.6524  0.002
C20 2.1851 -0.7953 0.8900  -0.485
H38 -2.4720 5.2634 0.2665  -0.010
H39 -5.9504 0.7992 5.7821  0.082
C21 -3.0664 -0.0297 4.2145  -0.044
C22 1.6764 2.0224 -3.2614  -0.282
C23 -1.6354 -5.1676 0.6015  -0.198
H40 -0.8729 -2.6618 -4.2761  0.016
H41 2.4513 -2.1458 -1.2528  -0.003
Si3 -1.7354 -3.2293 0.5445  0.542
C24 1.1725 5.3495 2.7861  -0.197
O4 0.9301 -0.6895 0.6044  -0.200
H42 -3.9931 -3.0630 1.6972  0.020
H43 0.1429 -1.3069 -3.8178  0.003
H44 2.7627 -3.2093 -2.6137  0.030
C25 4.1325 -1.8431 1.7165  -0.231
H45 2.4856 -5.2658 2.2066  0.088
O5 4.8270 0.5487 2.6007  -0.360
H46 -3.2753 -3.3784 -2.2896  0.111
H47 -2.1469 -5.5589 1.4770  0.013
C26 -5.2380 0.6760 4.9769  -0.126
H48 5.8871 -2.6723 2.6035  0.104
H49 0.8597 6.2564 2.2801  0.000
C27 -1.0092 -2.3651 -0.9551  -0.379
H50 1.9512 3.9572 -0.8821  -0.019
N2 -1.7186 -0.4107 -2.0270  -0.011
C28 0.0406 -5.0177 -2.4330  -0.196
H51 -3.7288 -0.1670 6.2419  0.093
H52 -2.9688 1.5765 -0.8643  0.006
C29 2.1774 -3.0920 -1.7027  -0.154
C30 2.6551 1.3832 -4.2201  -0.254
H53 -0.3448 -1.8955 2.1505  0.007
H54 -2.0918 -0.4541 4.4209  0.111
C31 2.7710 -2.0066 1.3603  -0.174
H55 3.0293 2.7733 3.3805  0.033
H56 4.7621 0.8483 -4.0400  0.105
C32 -5.5628 1.0661 3.6807  -0.116
C33 3.9945 1.4030 -3.4918  -0.239
C34 -2.0120 -1.7289 -1.8369  -0.432
H57 2.3481 0.3478 -4.3791  0.107
C35 3.1974 3.0996 2.3604  -0.187
C36 -3.3827 0.3513 2.8950  -0.240
H58 0.2867 -5.6112 -1.5611  -0.002
H59 -6.5373 1.5010 3.4811  0.091
C37 2.9281 -4.2857 2.0790  -0.120
C38 -3.0866 -2.3287 -2.4606  -0.047

Values from the calculation:
* charge: -2
* energy relative to the best compared isomer or geometry (same formula, charge and spin): 0.000 eV
* multiplicity: 3
* HOMO energy (alpha / beta): 0.4 / -2.7 eV